1.
C6H5N3O as an isolated structure. Source: the OMol25 dataset; level of theory: ωB97M-V with the def2-TZVPD basis set.

Element x y z (Å)
C (1.091, 0.579, 0.865)
C (-0.488, -0.594, -0.275)
C (-1.301, -1.743, -0.443)
C (-2.205, -1.785, -1.409)
C (0.711, 1.215, -0.223)
C (1.186, 2.443, -0.709)
H (1.537, 0.318, 3.163)
H (2.273, 1.706, 1.824)
H (-1.282, -2.447, 0.062)
H (-2.432, -0.850, -1.998)
H (-2.756, -2.771, -1.712)
N (1.847, 0.699, 1.946)
N (-0.220, 0.416, -0.951)
N (1.739, 3.418, -1.013)
O (0.301, -0.603, 0.875)

Computed properties:
E_HOMO, Eh: -0.316
Orbital gap, eV: 8.45

Results of the Löwdin charge analysis, in e, for atoms 1 through 6: -0.367 -0.345 -0.076 0.067 -0.234 -0.167

---

2.
One molecule with the formula C6H5N3O. Source: the OMol25 dataset; level of theory: ωB97M-V with the def2-TZVPD basis set.

Element x y z (Å)
C (0.772, 2.464, 0.035)
C (0.346, 1.461, -1.830)
C (-0.240, -2.014, 0.389)
C (-1.056, -0.282, -0.775)
C (-1.542, -0.923, 0.347)
C (0.734, -1.999, 1.251)
N (1.031, 2.482, -1.343)
N (-0.122, 1.601, 0.381)
N (-0.353, 0.877, -0.791)
O (-2.445, -1.244, 1.030)
H (0.994, 3.344, 0.682)
H (0.233, 1.232, -2.782)
H (-0.492, -2.886, -0.064)
H (1.175, -2.912, 1.568)
H (0.964, -1.200, 1.903)

Computed properties:
E_HOMO, Eh: -0.355
Orbital gap, eV: 8.77

Results of the Löwdin charge analysis, in e, for atoms 1 through 6: -0.186 -0.080 -0.059 0.115 -0.430 0.028

---

Here are the energies relative to the best structure, in kcal/mol: 1 0.0; 2 16.6.

---

1.
A 2-piece molecular cluster, CH8NO overall. Source: the OMol25 dataset; level of theory: ωB97M-V with the def2-TZVPD basis set.

Element x y z (Å)
N (-1.672, 0.908, 0.653)
H (-1.547, 1.446, 1.513)
H (-1.406, -0.079, 0.746)
H (-0.964, 1.245, -0.011)
H (-2.587, 1.095, 0.245)
C (1.427, -0.795, -0.912)
O (0.659, -0.495, 0.270)
H (2.456, -0.477, -0.782)
H (1.032, -0.191, -1.720)
H (1.461, -1.871, -1.052)
H (1.140, -0.787, 1.049)

Computed properties:
E_HOMO, Eh: -0.550
Charge: +1
Orbital gap, eV: 10.92

Results of the Löwdin charge analysis, in e, for atoms 1 through 6: 0.311 0.161 0.135 0.144 0.160 -0.096

---

2.
A 2-piece molecular cluster, CH8NO overall. Source: the OMol25 dataset; level of theory: ωB97M-V with the def2-TZVPD basis set.

Element x y z (Å)
N (1.692, 0.064, 0.438)
H (2.037, -0.010, -0.442)
H (1.938, 0.957, 0.832)
H (0.642, -0.247, 0.508)
H (2.137, -0.616, 1.016)
C (-1.403, 0.313, -0.569)
O (-0.871, -0.683, 0.144)
H (-2.519, 0.049, -0.545)
H (-1.005, 1.200, -0.199)
H (-0.965, 0.188, -1.640)
H (-1.684, -1.214, 0.458)

Computed properties:
E_HOMO, Eh: -0.554
Charge: +1
Orbital gap, eV: 11.20

Results of the Löwdin charge analysis, in e, for atoms 1 through 6: 0.334 0.102 0.155 0.123 0.144 -0.182

---

Here are the energies relative to the best structure, in kcal/mol: 1 0.0; 2 20.9.

---

1.
A 2-piece molecular cluster, CH2F3P overall. Source: the OMol25 dataset; level of theory: ωB97M-V with the def2-TZVPD basis set.

Element x y z (Å)
C (-0.797, 0.113, 0.193)
F (-1.411, 0.247, 1.400)
F (2.346, -1.813, -0.009)
F (1.085, 0.966, -1.265)
P (0.954, 0.721, 0.311)
H (-1.357, 0.711, -0.541)
H (-0.821, -0.946, -0.089)

Computed properties:
E_HOMO (spin up / spin down), Eh: -0.378 / -0.379
Orbital gap (spin up / spin down), eV: 6.99 / 7.02

Results of the Löwdin charge analysis, in e, for atoms 1 through 6: -0.409 -0.093 -0.599 -0.311 1.207 0.099

---

2.
A 2-piece molecular cluster, CH2F3P overall. Source: the OMol25 dataset; level of theory: ωB97M-V with the def2-TZVPD basis set.

Element x y z (Å)
C (-0.051, 0.063, 0.160)
F (-4.832, 0.193, 1.156)
F (-4.257, 1.125, -0.923)
F (-4.652, -1.208, -0.789)
P (-3.709, -0.107, -0.031)
H (-0.251, -0.969, 0.290)
H (0.363, 0.327, -0.783)

Computed properties:
E_HOMO (spin up / spin down), Eh: -0.367 / -0.366
Orbital gap (spin up / spin down), eV: 8.84 / 8.82

Results of the Löwdin charge analysis, in e, for atoms 1 through 6: 0.151 -0.297 -0.273 -0.286 0.885 -0.096

---

Here are the energies relative to the best structure, in kcal/mol: 1 31.1; 2 0.0.

---

1.
A 2-piece molecular cluster, C3H9N2O3 overall. Source: the OMol25 dataset; level of theory: ωB97M-V with the def2-TZVPD basis set.

Element x y z (Å)
O (2.349, -0.056, 2.744)
C (1.526, 0.025, 1.826)
N (0.781, 1.138, 1.591)
C (0.934, -1.030, 0.876)
N (-0.273, -0.707, 0.172)
C (-0.398, -0.843, -1.334)
O (-1.635, -0.530, -1.832)
H (0.081, 1.016, 0.868)
H (0.925, 2.042, 1.935)
H (0.814, -2.020, 1.568)
H (1.829, -1.245, 0.290)
H (-1.086, -1.171, 0.633)
H (-0.088, -1.810, -1.654)
H (0.390, -0.094, -1.481)
H (-2.608, 2.152, -1.757)
H (-1.708, 1.073, -2.188)
O (-1.834, 2.061, -2.258)

Computed properties:
E_HOMO, Eh: -0.139
Charge: -1
Orbital gap, eV: 7.56

Results of the Löwdin charge analysis, in e, for atoms 1 through 6: -0.023 -0.536 0.147 -0.203 -0.115 -0.460

---

2.
A 2-piece molecular cluster, C3H9N2O3 overall. Source: the OMol25 dataset; level of theory: ωB97M-V with the def2-TZVPD basis set.

Element x y z (Å)
N (-0.085, -2.546, 2.239)
C (-0.365, -1.650, 1.175)
O (-0.932, -2.104, 0.166)
O (0.070, -0.479, 1.393)
H (0.167, -2.091, 3.098)
H (-0.474, -3.468, 2.309)
C (-0.461, 0.777, -1.497)
O (-1.727, 1.435, -1.631)
C (0.447, 1.645, -0.664)
N (1.731, 0.959, -0.519)
H (-0.536, -0.164, -0.953)
H (-0.001, 0.623, -2.484)
H (-2.392, 0.759, -1.782)
H (0.557, 2.647, -1.111)
H (-0.050, 1.835, 0.303)
H (1.582, 0.241, 0.187)
H (2.469, 1.581, -0.228)

Computed properties:
E_HOMO, Eh: -0.164
Charge: -1
Orbital gap, eV: 8.51

Results of the Löwdin charge analysis, in e, for atoms 1 through 6: 0.078 -0.831 -0.081 -0.113 0.051 0.051

---

Here are the energies relative to the best structure, in kcal/mol: 1 36.7; 2 0.0.

---

1.
A 6-piece molecular cluster, BrH10O5 overall. Source: the OMol25 dataset; level of theory: ωB97M-V with the def2-TZVPD basis set.

Element x y z (Å)
Br (0.680, -0.314, -0.894)
O (-2.621, -0.590, -2.176)
H (-1.681, -0.620, -1.959)
H (-2.721, -1.224, -2.889)
O (0.000, -3.192, 0.729)
H (-0.229, -2.310, 0.411)
H (0.332, -3.643, -0.048)
O (2.081, 2.451, 0.586)
H (1.656, 1.730, 0.103)
H (1.381, 3.092, 0.722)
O (-2.261, 1.782, -0.622)
H (-2.106, 2.650, -0.245)
H (-1.442, 1.300, -0.459)
O (2.562, -0.071, 2.218)
H (2.287, -0.681, 1.527)
H (2.082, -0.360, 2.996)

Computed properties:
E_HOMO, Eh: -0.193
Charge: -1
Orbital gap, eV: 8.86

Results of the Löwdin charge analysis, in e, for atoms 1 through 6: -0.123 -0.105 -0.096 0.016 -0.129 -0.097

---

2.
A 6-piece molecular cluster, BrH10O5 overall. Source: the OMol25 dataset; level of theory: ωB97M-V with the def2-TZVPD basis set.

Element x y z (Å)
Br (-0.001, -0.491, -0.250)
O (-1.563, 0.526, 2.750)
H (-2.489, 0.541, 2.511)
H (-1.098, 0.518, 1.913)
O (1.319, 0.914, -3.103)
H (1.235, 0.158, -3.684)
H (0.879, 0.646, -2.296)
O (-1.793, -2.192, -2.355)
H (-2.484, -1.611, -2.672)
H (-1.345, -1.686, -1.678)
O (0.961, 2.882, 1.148)
H (1.617, 3.449, 0.743)
H (1.028, 2.056, 0.668)
O (1.136, -2.239, 2.270)
H (0.718, -1.789, 1.536)
H (1.881, -1.683, 2.500)

Computed properties:
E_HOMO, Eh: -0.205
Charge: -1
Orbital gap, eV: 9.17

Results of the Löwdin charge analysis, in e, for atoms 1 through 6: 0.063 -0.095 0.016 -0.092 -0.111 0.017

---

Here are the energies relative to the best structure, in kcal/mol: 1 8.0; 2 0.0.

---

1.
One molecule with the formula C7H17N3. Source: the OMol25 dataset; level of theory: ωB97M-V with the def2-TZVPD basis set.

Element x y z (Å)
H (-3.742, -1.551, 0.097)
N (-2.795, -1.644, -0.256)
C (-2.053, -0.637, 0.002)
N (-2.488, 0.441, 0.773)
N (-0.771, -0.609, -0.488)
C (-0.428, -1.747, -1.317)
C (0.283, 0.265, 0.063)
C (0.004, 1.731, -0.354)
C (0.334, 0.119, 1.592)
C (1.658, -0.141, -0.514)
C (2.854, 0.551, 0.139)
H (-3.490, 0.454, 0.900)
H (-2.110, 1.346, 0.551)
H (0.186, -1.437, -2.161)
H (-1.366, -2.159, -1.680)
H (0.084, -2.534, -0.756)
H (0.915, 2.214, -0.697)
H (-0.704, 1.756, -1.180)
H (-0.380, 2.325, 0.473)
H (0.705, -0.870, 1.853)
H (0.989, 0.869, 2.025)
H (-0.655, 0.234, 2.023)
H (1.668, 0.086, -1.582)
H (1.801, -1.213, -0.392)
H (3.007, 0.198, 1.155)
H (3.751, 0.320, -0.432)
H (2.742, 1.632, 0.163)

Computed properties:
E_HOMO, Eh: -0.302
SMILES: [H]/N=C(\N)N(C)C(C)(C)CC
Orbital gap, eV: 9.01

Results of the Löwdin charge analysis, in e, for atoms 1 through 6: 0.036 0.089 -0.531 0.125 -0.073 -0.070

---

2.
C7H17N3 as an isolated structure. Source: the OMol25 dataset; level of theory: ωB97M-V with the def2-TZVPD basis set.

Element x y z (Å)
C (-1.742, -0.364, -0.441)
C (-0.724, 0.491, 1.047)
C (-1.844, 0.593, -1.561)
C (-1.153, -1.712, -0.738)
C (-1.378, 1.858, 1.170)
H (-2.643, -0.422, 0.166)
H (-1.182, -0.247, 1.710)
H (0.214, 0.522, 1.603)
H (-0.906, 1.200, -1.593)
H (-0.266, -1.637, -1.365)
H (-2.678, 1.285, -1.451)
H (-1.888, 0.091, -2.530)
H (-0.915, -2.260, 0.174)
H (-1.889, -2.304, -1.295)
H (-2.461, 1.802, 1.059)
H (-1.169, 2.301, 2.146)
H (-1.008, 2.529, 0.393)
C (2.808, -0.191, 1.167)
N (1.793, -0.545, 0.177)
N (2.253, -1.353, -0.900)
C (1.038, 0.531, -0.286)
N (0.986, 1.378, -1.105)
H (2.470, -2.270, -0.521)
H (3.093, -0.951, -1.322)
H (3.126, -1.102, 1.679)
H (3.679, 0.295, 0.704)
H (2.385, 0.485, 1.914)

Computed properties:
E_HOMO, Eh: -0.322
Orbital gap, eV: 9.57

Results of the Löwdin charge analysis, in e, for atoms 1 through 6: -0.280 -0.198 -0.120 -0.107 -0.142 0.110

---

Here are the energies relative to the best structure, in kcal/mol: 1 0.0; 2 115.3.